Computed, not measured: the ion C4H10N2O with charge +1 in a non-equilibrium geometry, with ωB97M-V/def2-TZVPD.

```
17
Properties=species:S:1:pos:R:3:lowdin_spin:R:1
O 2.540 1.654 1.301 0.002
N 0.794 0.236 1.350 0.005
N -0.787 0.205 -1.124 0.674
C -2.185 -0.058 -1.145 0.094
C 0.115 -0.875 -0.765 0.075
C 1.591 1.226 1.904 0.000
C 1.226 -0.454 0.156 0.010
H -0.469 -1.657 -0.270 0.020
H 1.249 1.544 2.898 0.000
H -0.093 -0.120 1.685 0.000
H -2.712 0.855 -1.436 0.003
H 1.907 -1.310 0.278 0.001
H 1.996 0.193 -0.294 0.001
H -2.682 -0.395 -0.227 0.047
H -2.400 -0.873 -1.841 0.022
H 0.480 -1.314 -1.698 0.033
H -0.570 1.143 -0.770 0.013
```

Net charge: +1
Calculated total energy in Eh: -342.8270
ΔE to the lowest compared entry with this formula, charge and spin in kcal per mole: 26.1
LUMO (alpha / beta) in Eh: -0.1205 / -0.3049
HOMO level (alpha / beta) in eV: -13.84 / -13.83
2S+1: 2
Orbital gap (alpha / beta) in eV: 10.565 / 5.538
Largest force on an atom in Eh/bohr: 0.04844

=====

Computed, not measured: a cluster of 10 separate species, C10H40O10 in total in a non-equilibrium geometry, with ωB97M-V/def2-TZVPD.

```
60
Properties=species:S:1:pos:R:3:lowdin_charge:R:1
O 12.071 -8.725 0.242 -0.129
O 9.274 -6.481 1.104 -0.103
O 17.597 -5.161 1.762 -0.132
O 12.151 -3.288 -0.395 -0.159
O 12.751 -5.998 -0.956 -0.153
O 14.600 -2.956 5.438 -0.112
O 11.304 -2.649 3.930 -0.120
O 16.191 -2.668 2.308 -0.158
O 14.540 -1.579 0.185 -0.135
O 13.651 -3.781 2.407 -0.130
C 10.622 -1.786 3.049 -0.164
C 12.084 -9.126 1.596 -0.169
C 17.088 -1.739 2.913 -0.111
C 15.015 -0.321 -0.299 -0.129
C 10.377 -5.743 1.567 -0.165
C 13.897 -5.166 2.470 -0.114
C 15.012 -4.161 6.054 -0.163
C 11.154 -2.360 -0.871 -0.117
C 18.949 -5.522 1.499 -0.136
C 12.602 -6.176 -2.350 -0.146
H 14.030 -3.163 4.690 0.040
H 10.905 -0.737 3.217 0.078
H 19.352 -6.213 2.242 0.083
H 12.584 -5.078 -0.695 0.031
H 11.062 -2.374 -1.961 0.077
H 11.463 -1.353 -0.586 0.081
H 16.553 -0.803 3.074 0.088
H 17.975 -1.581 2.299 0.084
H 15.210 -1.921 0.795 0.040
H 15.613 0.161 0.486 0.076
H 11.928 -5.416 -2.751 0.078
H 11.527 -10.063 1.675 0.079
H 15.852 -3.937 6.711 0.076
H 15.287 -4.982 5.388 0.066
H 10.193 -2.625 -0.431 0.076
H 9.499 -6.975 0.310 0.075
H 11.527 -8.432 2.236 0.062
H 19.096 -6.000 0.521 0.083
H 11.194 -6.412 1.863 0.040
H 12.033 -3.033 3.431 0.025
H 15.685 -0.315 -1.163 0.078
H 12.617 -7.941 0.099 0.042
H 13.776 -5.584 3.477 0.084
H 12.907 -2.710 -0.215 0.042
H 14.119 0.280 -0.443 0.079
H 13.547 -6.059 -2.893 0.074
H 14.206 -4.525 6.706 0.080
H 14.936 -5.321 2.152 0.072
H 9.538 -1.770 3.239 0.078
H 10.733 -4.966 0.890 0.064
H 16.655 -3.520 2.371 0.058
H 14.442 -3.253 2.592 0.043
H 13.268 -5.765 1.815 0.059
H 10.706 -2.107 2.008 0.061
H 10.111 -5.293 2.527 0.088
H 17.122 -6.000 1.735 0.082
H 12.234 -7.183 -2.533 0.078
H 19.551 -4.617 1.427 0.082
H 17.405 -2.017 3.922 0.086
H 13.107 -9.326 1.932 0.077
```

Structure (SMILES): CO.CO.CO.CO.CO.CO.CO.CO.CO.CO
Calculated total energy in Eh: -1157.2301
ΔE to the lowest compared entry with this formula, charge and spin in kcal per mole: 76.4
LUMO in Eh: 0.0081
HOMO level in eV: -9.75
Orbital gap in eV: 9.971
Largest force on an atom in Eh/bohr: 0.02475

=====

Computed, not measured: a cluster of 3 separate species, C5H15NO2 in total in a non-equilibrium geometry, with ωB97M-V/def2-TZVPD.

```
23
Properties=species:S:1:pos:R:3:lowdin_charge:R:1
O 1.470 -1.990 2.179 -0.068
O -2.236 2.175 -1.079 -0.070
N -1.167 -0.465 1.378 0.114
C -0.247 0.416 0.819 -0.448
C 0.168 0.242 -0.452 -0.139
C 1.060 -1.187 -2.291 -0.119
C -0.034 -1.046 -1.256 -0.260
C 0.108 1.621 1.619 -0.038
H 0.745 -1.349 2.134 -0.010
H 1.005 -2.141 -2.807 0.070
H -1.818 3.037 -1.012 0.031
H 1.008 0.851 -0.776 0.105
H -1.030 -1.052 -1.704 0.109
H 1.043 -0.397 -3.038 0.075
H 0.610 1.364 2.548 0.080
H -1.537 -1.147 0.741 0.090
H 2.029 -1.701 1.442 0.034
H 2.034 -1.157 -1.815 0.071
H 0.046 -1.864 -0.538 0.098
H -1.736 -0.162 2.146 0.103
H -0.794 2.171 1.895 0.086
H -1.518 1.523 -1.200 0.004
H 0.790 2.258 1.066 0.082
```

Structure (SMILES): CC/C=C(/C)N.O.O
Calculated total energy in Eh: -404.7269
ΔE to the lowest compared entry with this formula, charge and spin in kcal per mole: 17.7
LUMO in Eh: 0.0269
HOMO level in eV: -8.45
Orbital gap in eV: 9.185
Largest force on an atom in Eh/bohr: 0.02733

=====

Computed, not measured: a cluster of 2 separate species, C8H13N2O4S in total in a non-equilibrium geometry, with ωB97M-V/def2-TZVPD.

```
28
Properties=species:S:1:pos:R:3:lowdin_charge:R:1
S -0.535 -1.955 0.458 0.832
O 0.941 -2.037 -1.496 -0.082
O 0.535 -2.107 1.470 -0.525
O 2.195 -0.560 -2.629 0.001
O 2.978 0.975 2.430 0.069
N 2.084 -0.165 0.647 0.162
N -0.710 -0.320 0.195 -0.274
C -2.802 0.674 -0.613 -0.113
C -2.089 -2.085 1.555 -0.236
C 1.518 -0.968 -1.684 -0.693
C 1.530 1.563 -0.804 -0.109
C -1.516 -0.078 -0.970 -0.417
C 2.455 0.952 1.338 -0.443
C 2.128 2.160 0.467 -0.067
C 1.459 0.089 -0.532 -0.105
H -1.994 -2.994 2.137 0.017
H 1.871 -1.073 1.098 0.117
H 0.535 1.955 -1.025 0.112
H -3.391 0.101 0.100 0.048
H 3.030 2.747 0.290 0.118
H -3.397 0.841 -1.510 0.059
H -0.963 0.531 -1.700 0.090
H -1.775 -1.019 -1.482 0.096
H -2.556 1.635 -0.165 0.060
H -2.956 -2.144 0.906 0.015
H -2.145 -1.220 2.201 0.028
H 2.152 1.718 -1.689 0.121
H 1.418 2.786 1.009 0.120
```

Net charge: -1
Calculated total energy in Eh: -1121.3121
LUMO (alpha / beta) in Eh: 0.1216 / 0.1216
HOMO level (alpha / beta) in eV: -4.12 / -4.12
Orbital gap (alpha / beta) in eV: 7.431 / 7.430
Largest force on an atom in Eh/bohr: 0.05424

=====

Computed, not measured: a cluster of 2 separate species, C18H24FN3O4 in total in a non-equilibrium geometry, with ωB97M-V/def2-TZVPD.

```
50
Properties=species:S:1:pos:R:3:lowdin_charge:R:1
F -4.022 2.160 -3.747 0.054
O 1.539 -2.408 2.417 0.032
O 0.482 -2.832 -1.963 0.049
O 0.017 2.539 3.414 0.115
O 0.796 4.242 2.145 0.103
N -0.296 -1.716 1.288 0.118
N 1.723 -3.428 -0.191 0.037
N -1.599 1.724 1.175 0.126
C -2.302 1.621 -0.016 -0.219
C 1.268 -0.243 0.055 -0.114
C 2.378 -4.579 -0.809 -0.051
C 2.861 1.350 -1.035 -0.075
C -0.532 -2.502 3.562 0.007
C -3.756 0.844 -1.776 -0.002
C 0.335 -2.202 2.361 -0.539
C -3.453 1.984 -2.533 -0.261
C 0.273 -1.419 -0.043 -0.182
C -3.182 0.655 -0.510 -0.011
C 0.057 3.283 2.287 -0.467
C -1.043 3.539 0.001 0.070
C -1.989 2.748 -0.769 -0.178
C 0.849 -2.629 -0.810 -0.464
C -2.562 2.940 -2.029 0.055
C -0.820 2.879 1.188 -0.172
C 1.896 0.191 -1.285 -0.413
C 0.859 0.656 -2.308 -0.057
H 0.671 2.960 3.995 0.131
H 1.645 -5.367 -0.991 0.084
H -2.323 3.819 -2.618 0.127
H -0.584 4.477 -0.301 0.130
H -1.322 -3.195 3.277 0.084
H -1.641 1.058 1.945 0.157
H 2.464 -0.638 -1.707 0.133
H -1.294 -1.626 1.367 0.131
H 1.958 -3.195 0.770 0.094
H 0.084 -2.959 4.336 0.088
H 2.325 2.203 -0.620 0.077
H 0.253 1.457 -1.891 0.068
H 3.638 1.038 -0.337 0.078
H 0.216 -0.174 -2.598 0.071
H -4.444 0.109 -2.182 0.117
H -0.960 -1.576 3.941 0.079
H 3.334 1.643 -1.972 0.078
H 2.819 -4.284 -1.764 0.085
H -3.429 -0.226 0.073 0.106
H 2.082 -0.524 0.724 0.117
H 3.163 -4.959 -0.154 0.084
H 1.363 1.018 -3.203 0.082
H 0.761 0.612 0.496 0.102
H -0.558 -1.069 -0.655 0.134
```

Structure (SMILES): CNC(=O)[C@H](CC(C)C)NC(C)=O.O=C(O)c1cc2cc(F)ccc2[nH]1
Calculated total energy in Eh: -1265.4748
ΔE to the lowest compared entry with this formula, charge and spin in kcal per mole: 0.0
LUMO in Eh: -0.0045
HOMO level in eV: -8.69
Orbital gap in eV: 8.567
Largest force on an atom in Eh/bohr: 0.03296

=====

Computed, not measured: a structure of composition C6H7NO2 in a non-equilibrium geometry, with ωB97M-V/def2-TZVPD.

```
16
Properties=species:S:1:pos:R:3:lowdin_charge:R:1
O -1.697 -1.391 -0.135 -0.069
O 0.966 1.034 -0.536 -0.132
N -2.270 -0.244 -0.591 0.027
C -0.288 1.083 0.275 -0.365
C 1.204 -1.380 -0.297 -0.041
C -1.524 0.841 -0.433 -0.147
C -0.161 -0.937 0.144 -0.281
C 1.839 -0.255 -0.510 -0.062
C -0.095 -0.054 1.181 -0.126
H 0.838 0.275 1.588 0.144
H -1.016 -0.108 1.821 0.176
H -1.886 1.688 -1.300 0.188
H -0.157 -0.391 -0.852 0.137
H 1.705 -2.472 -0.505 0.173
H 3.031 0.102 -0.500 0.190
H -0.490 2.209 0.648 0.190
```

Calculated total energy in Eh: -437.7068
ΔE to the lowest compared entry with this formula, charge and spin in kcal per mole: 226.5
LUMO in Eh: 0.0296
HOMO level in eV: -9.54
Orbital gap in eV: 10.343
Largest force on an atom in Eh/bohr: 0.17559

=====

Computed, not measured: a structure of composition C4H10O7V in a non-equilibrium geometry, with ωB97M-V/def2-TZVPD.

```
22
Properties=species:S:1:pos:R:3:lowdin_charge:R:1
V -2.135 -0.566 1.318 0.989
O -5.234 -1.529 2.444 -0.058
O -2.655 -0.007 -0.087 -0.467
O -0.270 -3.646 0.951 0.018
O -2.088 0.609 2.342 -0.441
O -0.104 -3.274 2.964 0.041
O 1.358 1.027 -0.282 -0.058
O 0.317 -5.228 2.351 0.007
C 2.904 1.040 -2.117 -0.070
C 0.015 -4.068 2.040 -1.155
C 1.310 2.925 -1.766 -0.076
C 1.499 1.434 -1.658 -0.478
H 1.859 3.527 -1.042 0.080
H -5.744 -0.927 2.985 0.031
H 3.056 0.006 -1.808 0.083
H 3.676 1.668 -1.671 0.077
H 2.228 0.923 0.110 0.077
H 0.716 0.935 -2.228 0.139
H 3.055 1.198 -3.185 0.074
H 1.557 3.269 -2.770 0.075
H 0.251 3.081 -1.559 0.079
H -5.569 -2.397 2.668 0.031
```

Net charge: -1
Calculated total energy in Eh: -1628.9636
LUMO in Eh: 0.0249
HOMO level in eV: -2.68
Orbital gap in eV: 3.361
Largest force on an atom in Eh/bohr: 0.11636

=====

Computed, not measured: a structure of composition C48H58KN2O5P3S in a non-equilibrium geometry, with ωB97M-V/def2-TZVPD.

```
118
Properties=species:S:1:pos:R:3:lowdin_charge:R:1
K -11.466 -0.802 19.546 0.767
S -10.893 -3.939 18.282 0.883
P -10.171 -4.950 21.108 1.080
P -12.328 1.906 20.818 0.210
P -8.044 -4.364 17.627 1.042
O -11.763 3.426 20.666 -0.196
O -12.065 -2.999 18.202 -0.599
O -13.629 1.927 21.820 -0.213
O -12.659 1.598 19.395 -0.381
O -11.337 1.029 21.509 -0.376
N -10.660 1.940 17.092 -0.105
N -11.213 0.654 16.804 -0.005
C -6.939 -0.585 16.484 -0.094
C -11.209 -4.517 14.309 -0.054
C -6.652 -7.840 16.075 -0.085
C -10.235 4.258 16.803 -0.036
C -4.734 -6.540 16.681 -0.092
C -15.717 2.585 22.804 -0.047
C -11.422 -2.840 22.380 -0.113
C -13.590 -3.032 23.438 -0.070
C -11.496 -4.192 22.107 -0.386
C -12.504 -2.249 23.013 -0.052
C -9.563 -6.461 23.504 -0.070
C -5.533 -5.490 17.095 -0.072
C -11.303 -7.441 20.201 -0.068
C -11.611 -5.489 18.818 -0.340
C -6.939 -5.615 17.006 -0.391
C -12.539 3.263 16.104 -0.025
C -11.069 -6.067 19.988 -0.372
C -11.111 4.254 21.673 -0.581
C -9.220 -4.358 16.278 -0.396
C -7.314 -2.759 17.494 -0.356
C -9.881 -4.724 13.981 -0.080
C -6.275 -2.434 18.407 -0.108
C -8.872 -4.672 14.931 -0.069
C -11.575 -4.202 15.632 -0.048
C -12.742 -7.586 18.316 -0.066
C -10.386 2.658 14.870 -0.049
C -8.344 -6.863 21.460 -0.142
C -9.736 3.604 21.954 -0.040
C -5.585 -1.210 18.372 -0.056
C -13.673 -4.341 23.042 -0.093
C -12.571 -6.213 18.067 -0.030
C -12.040 4.289 22.908 -0.051
C -12.639 -4.935 22.355 -0.092
C -5.889 -0.310 17.332 -0.075
C -15.042 2.210 21.502 -0.595
C -15.085 3.352 20.460 -0.034
C -10.564 -4.198 16.589 -0.404
C -12.138 -8.199 19.393 -0.064
C -11.034 5.703 21.084 -0.037
C -7.724 -8.085 23.453 -0.074
C -9.332 -6.182 22.186 -0.395
C -10.995 3.019 16.252 -0.634
C -7.650 -1.765 16.521 -0.063
C -7.470 -6.788 16.477 -0.126
C -5.272 -7.725 16.182 -0.087
C -7.633 -7.868 22.046 -0.079
C -8.727 -7.430 24.163 -0.067
C -15.570 0.849 20.950 -0.021
H -16.136 3.531 20.147 0.089
H -9.036 4.175 22.578 0.080
H -10.779 2.100 18.073 0.082
H -10.136 5.751 20.373 0.095
H -14.441 3.171 19.579 0.071
H -9.229 4.022 17.135 0.067
H -6.996 -8.465 21.412 0.101
H -15.819 1.690 23.497 0.095
H -7.122 -8.736 15.684 0.103
H -14.822 4.297 20.955 0.076
H -4.571 -8.520 15.885 0.109
H -11.997 6.012 20.617 0.087
H -11.628 4.940 23.711 0.087
H -10.427 -6.093 24.035 0.099
H -12.202 0.814 16.555 0.079
H -8.792 -7.551 25.232 0.094
H -10.732 3.382 14.149 0.073
H -12.588 4.150 15.474 0.074
H -16.797 2.924 22.626 0.109
H -7.859 -4.994 14.595 0.133
H -9.606 -4.956 12.945 0.114
H -6.028 -3.159 19.157 0.093
H -8.423 -1.960 15.799 0.093
H -7.273 0.222 15.796 0.117
H -12.567 -4.035 16.031 0.104
H -13.029 4.736 22.619 0.084
H -12.972 2.457 15.559 0.053
H -8.305 -6.759 20.391 0.090
H -9.120 3.500 21.068 0.073
H -3.685 -6.414 16.765 0.091
H -14.570 -4.918 23.315 0.115
H -15.512 0.113 21.785 0.088
H -13.349 -8.200 17.645 0.111
H -10.532 -2.327 22.031 0.098
H -5.405 0.634 17.325 0.094
H -14.898 0.580 20.123 0.071
H -12.731 -5.978 22.021 0.113
H -16.568 0.938 20.542 0.074
H -5.098 -4.506 17.332 0.101
H -13.047 -5.719 17.234 0.097
H -13.022 3.414 17.083 0.083
H -15.168 3.332 23.381 0.072
H -7.065 -8.802 23.910 0.093
H -10.683 4.732 17.723 0.087
H -10.724 0.146 16.074 0.062
H -10.851 6.510 21.809 0.072
H -10.854 -7.806 21.089 0.092
H -9.338 2.684 14.936 0.056
H -12.264 3.310 23.395 0.087
H -11.981 -4.517 13.531 0.113
H -8.572 -6.916 16.348 0.124
H -10.692 1.638 14.593 0.071
H -12.343 -9.216 19.632 0.102
H -14.362 -2.627 24.084 0.108
H -12.505 -1.174 23.103 0.104
H -9.881 2.582 22.365 0.073
H -4.835 -1.024 19.099 0.092
H -10.162 4.919 15.874 0.099
```

Calculated total energy in Eh: -4371.8380
LUMO in Eh: -0.0114
HOMO level in eV: -7.95
Orbital gap in eV: 7.636
Largest force on an atom in Eh/bohr: 0.05462

=====

Computed, not measured: the molecule C3H4BrN3O in a non-equilibrium geometry, with ωB97M-V/def2-TZVPD.

```
12
Properties=species:S:1:pos:R:3:lowdin_charge:R:1
Br -2.805 0.023 0.012 0.789
O 1.777 -2.436 -0.105 -0.068
N 0.890 -1.567 -0.007 -0.356
N 1.219 -0.284 -0.107 0.131
N 0.096 0.400 -0.073 -0.228
C -0.999 -0.362 -0.022 -0.667
C -0.415 -1.819 0.131 0.023
C 0.221 1.859 -0.041 -0.029
H -0.690 2.333 0.566 0.128
H 1.180 2.137 0.423 0.082
H -0.986 -2.680 0.218 0.090
H 0.513 2.396 -0.995 0.104
```

Structure (SMILES): Cn1n[n+]([O-])cc1Br
Calculated total energy in Eh: -2930.0786
ΔE to the lowest compared entry with this formula, charge and spin in kcal per mole: 91.9
LUMO in Eh: 0.0130
HOMO level in eV: -8.64
Orbital gap in eV: 8.996
Largest force on an atom in Eh/bohr: 0.15252

=====

Computed, not measured: the molecule C2H5N5 in a non-equilibrium geometry, with ωB97M-V/def2-TZVPD.

```
12
Properties=species:S:1:pos:R:3:lowdin_charge:R:1
N -0.933 1.118 0.137 0.001
N -2.135 -1.484 0.042 0.203
N -0.120 0.180 0.251 -0.105
N -2.555 -0.390 -0.040 -0.107
N 1.179 0.402 0.385 -0.140
C 1.968 -0.765 -0.063 -0.091
C -2.269 0.859 0.023 -0.255
H 2.416 -1.220 0.829 0.068
H -2.937 1.667 -0.279 0.100
H 1.092 -1.261 -0.492 0.057
H 2.735 -0.486 -0.900 0.106
H 1.558 1.381 0.106 0.162
```

Calculated total energy in Eh: -352.8288
ΔE to the lowest compared entry with this formula, charge and spin in kcal per mole: 116.7
LUMO in Eh: 0.0074
HOMO level in eV: -7.85
Orbital gap in eV: 8.051
Largest force on an atom in Eh/bohr: 0.09151

=====

Repeat the tenth record exactly.
Computed, not measured: the molecule C2H5N5 in a non-equilibrium geometry, with ωB97M-V/def2-TZVPD.

```
12
Properties=species:S:1:pos:R:3:lowdin_charge:R:1
N -0.933 1.118 0.137 0.001
N -2.135 -1.484 0.042 0.203
N -0.120 0.180 0.251 -0.105
N -2.555 -0.390 -0.040 -0.107
N 1.179 0.402 0.385 -0.140
C 1.968 -0.765 -0.063 -0.091
C -2.269 0.859 0.023 -0.255
H 2.416 -1.220 0.829 0.068
H -2.937 1.667 -0.279 0.100
H 1.092 -1.261 -0.492 0.057
H 2.735 -0.486 -0.900 0.106
H 1.558 1.381 0.106 0.162
```

Calculated total energy in Eh: -352.8288
ΔE to the lowest compared entry with this formula, charge and spin in kcal per mole: 116.7
LUMO in Eh: 0.0074
HOMO level in eV: -7.85
Orbital gap in eV: 8.051
Largest force on an atom in Eh/bohr: 0.09151